Entry 1:
Formula: C8H10S
Source: the OMol25 dataset
Level of theory: ωB97M-V/def2-TZVPD

Values from the calculation:
* energy relative to the best compared isomer or geometry (same formula, charge and spin): 230.9 kJ/mol
* HOMO level: -7.669 eV
* electronic energy: -708.940013 Eh
* structure (SMILES): C=c1sc(=C)c(C)c1C

The geometry in ORCA input format:
```
! wB97M-V def2-TZVPD RIJCOSX def2/J DEFGRID3
* xyz 0 1
C 1.74 -2.60 0.20
C 1.47 -1.28 0.04
S 2.72 -0.10 0.21
C 1.52 1.26 0.11
C 1.92 2.50 -0.01
C 0.16 0.62 0.04
C -0.97 1.50 -0.36
C 0.19 -0.70 -0.02
C -1.16 -1.44 -0.23
H 2.80 -2.81 0.39
H 0.98 -3.26 0.43
H 2.93 2.71 0.03
H 1.20 3.42 -0.15
H -1.56 1.61 0.47
H -1.65 0.96 -1.09
H -0.71 2.48 -0.82
H -1.81 -0.64 -0.49
H -1.41 -1.92 0.78
H -1.05 -2.07 -1.07
*
```

Entry 2:
Formula: C8H10S
Source: the OMol25 dataset
Level of theory: ωB97M-V/def2-TZVPD

Values from the calculation:
* energy relative to the best compared isomer or geometry (same formula, charge and spin): 535.8 kJ/mol
* HOMO level: -8.483 eV
* electronic energy: -708.823862 Eh

The geometry in ORCA input format:
```
! wB97M-V def2-TZVPD RIJCOSX def2/J DEFGRID3
* xyz 0 1
C 0.24 -1.61 -1.43
C 0.45 -1.90 -0.24
C 0.08 -0.23 -1.94
C -0.72 0.09 0.41
C 0.34 -0.93 0.96
C 0.16 0.64 -0.66
C 0.10 -1.54 2.34
C 0.12 2.16 -0.98
S 1.71 0.20 0.41
H 0.86 0.07 -2.62
H -1.01 -0.16 -2.35
H -1.72 -0.18 -0.17
H -0.86 0.89 1.19
H 0.44 -0.84 3.16
H 0.74 -2.42 2.48
H -0.98 -1.66 2.59
H 0.56 2.60 -0.07
H -1.08 2.39 -1.15
H 0.57 2.43 -1.96
*
```

Entry 3:
Formula: C8H11AlF
Source: the OMol25 dataset
Level of theory: ωB97M-V/def2-TZVPD

Values from the calculation:
* HOMO level: -3.284 eV
* electronic energy: -653.659183 Eh

The geometry in ORCA input format:
```
! wB97M-V def2-TZVPD RIJCOSX def2/J DEFGRID3
* xyz -1 1
C 0.48 1.87 1.45
C 0.92 2.46 2.59
Al 2.83 3.18 2.61
H 0.14 0.84 1.39
H 0.60 2.43 0.52
H 0.27 2.46 3.47
H 3.21 3.69 4.11
H 3.03 4.41 1.55
H 3.76 1.92 2.13
F -1.53 -0.54 0.62
C -1.40 -1.24 -0.52
C -0.36 -0.93 -1.37
C -0.23 -1.66 -2.54
C -1.13 -2.67 -2.85
C -2.17 -2.96 -1.97
C -2.31 -2.25 -0.79
H 0.32 -0.13 -1.12
H 0.58 -1.43 -3.22
H -1.02 -3.24 -3.77
H -2.87 -3.75 -2.21
H -3.10 -2.46 -0.09
*
```

Entry 4:
Formula: C8H11Br
Source: the OMol25 dataset
Level of theory: ωB97M-V/def2-TZVPD

Values from the calculation:
* energy relative to the best compared isomer or geometry (same formula, charge and spin): 620.8 kJ/mol
* HOMO level: -8.959 eV
* electronic energy: -2885.154765 Eh

The geometry in ORCA input format:
```
! wB97M-V def2-TZVPD RIJCOSX def2/J DEFGRID3
* xyz 0 1
C -0.82 1.83 0.08
C -0.36 1.35 1.51
C 2.23 0.28 -1.56
C 2.71 -0.19 -0.24
C 0.39 0.89 0.18
C 1.45 0.45 -0.34
C -3.30 -0.46 0.27
C -2.46 -1.72 0.09
Br -3.85 -0.33 2.13
H -1.70 1.29 -0.33
H -0.79 2.81 -0.31
H -0.09 2.23 2.18
H -0.87 0.64 2.10
H 2.68 1.17 -1.95
H 2.03 -0.45 -2.31
H 2.69 -1.25 -0.10
H 3.59 0.27 0.16
H -3.16 -2.53 -0.34
H -2.20 -2.03 1.16
H -1.67 -1.33 -0.59
*
```

Entry 5:
Formula: C8H11BrO
Source: the OMol25 dataset
Level of theory: ωB97M-V/def2-TZVPD

Values from the calculation:
* energy relative to the best compared isomer or geometry (same formula, charge and spin): 71.6 kJ/mol
* HOMO level: -9.495 eV
* electronic energy: -2960.606227 Eh

The geometry in ORCA input format:
```
! wB97M-V def2-TZVPD RIJCOSX def2/J DEFGRID3
* xyz 0 1
C -4.32 2.36 0.71
C 1.92 0.58 0.00
C 1.62 -0.47 -1.11
C 0.63 1.22 0.28
C 0.90 -1.65 -0.49
C -0.49 0.23 0.76
C -0.38 -1.20 0.35
C -1.44 -0.30 -0.25
O -4.10 2.01 1.79
Br -3.24 -0.85 0.17
H -1.28 0.20 -1.18
H 2.31 0.00 0.81
H 2.65 1.26 -0.46
H 1.30 -0.03 -2.00
H 2.55 -0.94 -1.54
H 0.57 2.04 1.11
H 0.17 1.66 -0.60
H 0.56 -2.38 -1.28
H 1.61 -2.34 0.05
H -0.80 0.50 1.88
H -0.73 -1.91 0.97
*
```

Entry 6:
Formula: C8H11BrS
Source: the OMol25 dataset
Level of theory: ωB97M-V/def2-TZVPD

Values from the calculation:
* energy relative to the best compared isomer or geometry (same formula, charge and spin): 239.8 kJ/mol
* HOMO level: -8.863 eV
* electronic energy: -3283.538454 Eh
* structure (SMILES): CCc1ccsc1.C=CBr

The geometry in ORCA input format:
```
! wB97M-V def2-TZVPD RIJCOSX def2/J DEFGRID3
* xyz 0 1
C -0.72 -1.33 -1.50
C 0.01 -1.73 -0.26
C 1.00 -0.65 0.14
C 1.86 0.01 -0.79
C 2.60 0.95 -0.18
S 2.37 1.04 1.53
C 1.18 -0.27 1.43
H -1.09 -0.25 -1.33
H -1.60 -1.90 -1.78
H 0.02 -1.51 -2.35
H -0.87 -1.69 0.40
H 0.52 -2.73 -0.49
H 1.97 -0.12 -1.82
H 3.28 1.40 -0.76
H 0.64 -0.49 2.45
C -1.43 2.02 0.48
C -2.27 1.23 1.14
Br -2.04 0.27 2.84
H -0.45 2.44 0.64
H -1.67 2.35 -0.50
H -3.31 0.95 0.72
*
```

Entry 7:
Formula: C8H11CsN6S2
Source: the OMol25 dataset
Level of theory: ωB97M-V/def2-TZVPD

Values from the calculation:
* HOMO level: -7.277 eV
* electronic energy: -1456.478416 Eh

The geometry in ORCA input format:
```
! wB97M-V def2-TZVPD RIJCOSX def2/J DEFGRID3
* xyz 0 1
Cs 0.66 -1.93 -2.85
N 3.79 -0.09 1.32
C 3.01 -1.01 0.63
S 3.76 -1.52 -0.86
N 1.84 -1.32 1.26
N 0.78 -1.55 0.43
C -0.39 -1.36 0.99
C -1.57 -0.86 0.35
C -2.54 -0.22 1.20
C -3.61 0.45 0.64
C -3.75 0.50 -0.75
C -2.70 -0.01 -1.48
N -1.72 -0.80 -0.99
H 4.78 -0.29 1.31
H 3.47 0.00 2.29
H -0.54 -1.66 2.04
H -2.57 -0.41 2.28
H -4.39 0.89 1.26
H -4.69 0.63 -1.19
H -2.58 0.19 -2.52
N 0.16 1.64 -0.05
C 0.98 1.41 -1.15
N 2.27 1.51 -0.81
S 0.45 1.08 -2.71
H 0.54 1.13 0.74
H -0.76 1.29 -0.23
H 2.48 1.45 0.20
H 2.84 0.85 -1.34
*
```

Entry 8:
Formula: C8H11F2N2O
Source: the OMol25 dataset
Level of theory: ωB97M-V/def2-TZVPD

Values from the calculation:
* energy relative to the best compared isomer or geometry (same formula, charge and spin): 64.4 kJ/mol
* HOMO level: -12.983 eV
* electronic energy: -695.588434 Eh

The geometry in ORCA input format:
```
! wB97M-V def2-TZVPD RIJCOSX def2/J DEFGRID3
* xyz 1 1
C 0.00 -2.26 0.15
C 0.74 -1.57 -0.84
C -0.77 -1.58 1.05
C 0.47 -0.26 -1.11
C -1.99 0.66 1.32
C -0.77 -0.14 1.07
C -0.17 0.54 -0.15
C -3.25 -0.10 0.73
N -0.17 1.83 -0.42
N 4.18 1.16 -1.16
O -2.18 1.80 1.59
F -3.46 -1.53 0.68
F -2.98 0.19 -0.61
H 0.12 -3.34 0.34
H 1.39 -2.15 -1.38
H -1.09 -2.17 1.89
H 1.28 0.29 -1.52
H -0.20 0.24 1.92
H -4.20 0.39 0.97
H -0.44 2.57 0.20
H 0.00 2.07 -1.41
H 4.51 0.36 -1.76
H 4.40 0.92 -0.19
H 4.57 2.06 -1.38
*
```

Entry 9:
Formula: C8H11F3N2O5
Source: the OMol25 dataset
Level of theory: ωB97M-V/def2-TZVPD

Values from the calculation:
* energy relative to the best compared isomer or geometry (same formula, charge and spin): 26.1 kJ/mol
* HOMO level: -9.543 eV
* electronic energy: -1096.787657 Eh
* structure (SMILES): O=C(O)[C@H]1CN[C@H](NC(=O)C(F)(F)F)[C@@H](O)[C@H]1O

The geometry in ORCA input format:
```
! wB97M-V def2-TZVPD RIJCOSX def2/J DEFGRID3
* xyz 0 1
O -1.07 -3.56 -2.47
C -0.11 -2.89 -2.26
O 0.87 -2.79 -3.17
C -0.11 -1.99 -1.03
C 1.28 -1.37 -0.80
N 1.20 -0.55 0.42
C 0.28 0.58 0.28
N 0.54 1.14 1.55
C 0.13 2.40 1.92
O -0.75 2.99 1.26
C 0.75 3.10 3.18
F -0.09 3.18 4.21
F 1.16 4.35 2.86
F 1.85 2.39 3.60
C -1.15 0.06 0.03
O -2.02 1.14 -0.29
C -1.16 -0.94 -1.13
O -1.02 -0.16 -2.35
H 0.55 -3.28 -3.94
H -0.38 -2.60 -0.19
H 1.61 -0.80 -1.71
H 2.00 -2.16 -0.63
H 0.89 -1.09 1.22
H 0.58 1.27 -0.54
H 1.32 0.81 2.06
H -1.56 -0.40 0.90
H -1.87 1.89 0.29
H -2.16 -1.38 -1.13
H -1.58 0.67 -2.17
*
```

Entry 10:
Formula: C8H11FO
Source: the OMol25 dataset
Level of theory: ωB97M-V/def2-TZVPD

Values from the calculation:
* energy relative to the best compared isomer or geometry (same formula, charge and spin): 14.9 kJ/mol
* HOMO level: -8.607 eV
* electronic energy: -486.530692 Eh
* structure (SMILES): Oc1ccccc1.CCF

The geometry in ORCA input format:
```
! wB97M-V def2-TZVPD RIJCOSX def2/J DEFGRID3
* xyz 0 1
O 1.00 1.67 -0.02
C -0.21 2.16 0.42
C -1.32 1.32 0.29
C -2.57 1.77 0.72
C -2.71 3.03 1.29
C -1.60 3.86 1.42
C -0.35 3.43 0.98
H 1.69 2.36 0.13
H -1.18 0.33 -0.16
H -3.44 1.10 0.62
H -3.70 3.38 1.63
H -1.70 4.86 1.86
H 0.53 4.08 1.09
C 3.55 2.47 3.63
C 4.60 2.43 2.54
F 4.31 3.38 1.56
H 3.53 3.47 4.10
H 3.78 1.72 4.40
H 2.56 2.25 3.21
H 5.61 2.65 2.93
H 4.64 1.44 2.05
*
```

Entry 11:
Formula: C8H11IN3
Source: the OMol25 dataset
Level of theory: ωB97M-V/def2-TZVPD

Values from the calculation:
* energy relative to the best compared isomer or geometry (same formula, charge and spin): 560.1 kJ/mol
* HOMO level: -11.815 eV
* electronic energy: -772.902427 Eh
* structure (SMILES): C[N+]1=C2C([C@H]3C[C@H]3N)=C2N(I)C1

The geometry in ORCA input format:
```
! wB97M-V def2-TZVPD RIJCOSX def2/J DEFGRID3
* xyz 1 1
C 0.14 -3.10 -0.07
N 0.72 -1.82 -0.26
C 0.33 -0.57 -0.46
C -0.08 0.69 -0.76
C -0.95 1.82 -0.90
C -2.43 1.76 -0.48
C -1.45 2.47 0.49
N -1.15 2.03 1.70
C 1.43 0.38 -0.38
N 2.52 -0.30 -0.14
I 4.47 0.22 0.10
C 2.20 -1.78 -0.08
H -0.85 -3.14 -0.36
H 0.63 -3.94 -0.66
H 0.38 -3.29 0.89
H -0.70 2.46 -1.75
H -2.76 0.68 -0.42
H -3.03 2.38 -1.07
H -1.50 3.55 0.26
H -1.38 2.80 2.45
H -1.62 1.23 1.82
H 2.66 -2.52 -0.81
H 2.41 -2.02 0.89
*
```